Density functional theory data (the ωB97M-V functional and the def2-TZVPD basis) for a 5-piece molecular cluster, C43H85NO11 overall at a distorted geometry.

Output
E_HOMO (eV): -9.03
Kohn-Sham gap (eV): 9.75
E_LUMO (Ha): 0.0266
Structure (SMILES): CCCN[C@H](CO[C@@](CC)(OC[C@H](C)C(C)C)OC(=O)c1ccccc1)OCCCOC(=O)CC.CCOCC.CCOCC.CCOCC.CCOCC

Geometry as ORCA input:
```
! wB97M-V def2-TZVPD RIJCOSX def2/J DEFGRID3
* xyz 0 1
H -4.78696 -5.97723 9.83322
H 4.03188 10.03607 -7.69349
H -5.42242 -4.65995 6.04632
H 3.49559 -5.38987 3.46621
H 1.38998 -1.10711 0.26208
O -5.54849 -3.90554 2.66005
O -1.83171 -2.18792 -0.22917
C -1.88741 -0.07561 3.55848
C -4.75583 -6.33198 8.80269
H 4.48583 10.17102 -3.63559
H 2.02941 -5.59539 4.46348
H 3.34422 -2.94948 2.76093
H 4.90157 -1.91929 4.61966
C 2.32959 -2.61895 2.96484
O 3.47454 3.88112 -4.05755
C -4.31248 -7.78507 8.78081
H -3.15726 -6.65988 6.60757
H -0.28844 -6.16050 1.67623
H 1.85967 -5.02938 1.75188
C -1.37179 -1.15616 0.12641
H 2.10878 8.49045 -5.86574
C 3.14687 -0.65432 4.36081
H -3.89533 -0.51266 4.23150
C 1.57840 5.84812 -10.31076
H -5.95365 -1.53541 2.92823
H -3.31582 -7.88644 9.21268
H 4.75578 -1.24438 3.03214
H 2.03909 -6.75780 1.70286
O 2.32492 5.05900 -9.40321
H -3.88585 -6.83344 3.13183
H 5.27126 3.00967 -3.93247
H 3.69526 5.28676 -6.45818
H 6.64873 5.05815 -4.12268
C 4.30381 4.76963 -10.84212
H -6.09652 -5.04303 1.02744
C 3.10864 8.72776 -6.24820
C -0.90331 0.40920 -1.73105
C -1.55356 -4.54999 3.14786
H 0.00989 4.41484 -10.68600
H 2.33808 4.16715 -6.52837
H -2.97998 -4.92777 6.41501
C 4.85089 3.90623 -4.38934
H -0.44248 1.76242 -3.31614
H -1.42069 0.89634 3.44243
O -2.03467 -2.27048 2.59286
H 2.65280 10.76506 -6.87279
H 0.16095 -7.18686 3.01921
C 3.70469 10.13820 -4.39520
H 2.04971 5.90438 -6.37046
H -2.42677 -6.68245 2.13979
H -3.79481 -0.21199 2.51237
C 2.34422 10.10164 -3.72005
H 3.48676 7.81860 -6.71429
H 2.61068 -0.61664 2.30812
H 0.51867 -1.06112 4.43991
H 1.97041 -3.19253 3.81660
C 0.24016 -6.16966 2.62904
C -3.66922 -5.70110 6.75324
O -7.73420 -4.16995 3.01197
C 1.71756 -5.93223 2.33939
O -0.00952 -1.21345 2.43194
H 3.02560 5.90315 -4.08930
C -7.95155 -1.43088 3.71917
H 2.24123 6.51279 -10.87683
C 1.34774 1.08771 -2.32681
H 2.91139 0.18614 -1.13201
H -0.59621 -5.73421 4.40865
H 4.86700 5.50907 -10.27096
C 2.71093 -1.21328 5.72974
H 1.71955 -2.90830 2.11619
C -5.48646 -5.13348 1.92274
H -1.65862 -0.46097 4.54698
H 3.81287 11.04907 -4.99517
C 2.69841 5.08526 -6.06314
O -3.87656 -5.44890 8.13341
C -6.80844 -3.44365 2.81507
H 2.25381 9.21411 -3.09213
H -7.23347 -1.68351 1.70682
O 3.99423 8.99291 -5.17503
H 3.69924 3.63309 -9.12713
O -1.79865 -0.49893 1.25043
C 4.62258 -1.01412 4.08680
C 5.58856 5.13234 -3.87787
C 0.69658 5.04564 -11.25182
H -8.91895 -1.88253 3.53056
H -7.64736 -1.66392 4.73424
H 5.21026 6.05571 -4.31943
H 2.38257 9.53540 -8.10499
C 1.85171 0.26214 -1.32038
H 5.28988 -0.21157 4.37851
H -5.77288 -6.23487 8.40637
H 1.27955 4.39920 -11.90892
H -4.28042 -8.18837 7.76788
H 0.95445 6.48758 -9.68536
H -5.66434 -6.39613 6.21905
H -1.96938 0.46018 -1.88937
H 2.68986 3.36191 -10.53449
H 4.99463 4.00635 -11.20105
C -4.94193 -5.63198 5.92619
H -3.56934 -4.47476 1.24805
C -1.66062 -3.11285 3.67617
H 2.21343 10.98555 -3.09524
H 3.55483 -1.32071 6.40250
C -6.92847 -1.95347 2.71373
H -0.71727 -2.82904 4.13162
C -3.41151 0.10019 3.47536
H 0.79643 0.40406 3.45592
C -0.03099 1.14349 -2.53300
H 4.98617 3.79986 -5.47187
H -2.45191 -3.08171 4.42566
H 3.10049 0.43027 4.45102
H -5.87118 -5.96457 2.51079
C 0.81261 -0.68524 3.46231
H 5.48590 5.21391 -2.79483
O -2.70203 -5.25640 3.59236
H -5.00657 -8.39596 9.35901
H -8.05068 -0.35342 3.62185
C 3.23067 4.13370 -9.97512
H 2.02622 1.67264 -2.93013
H -3.68165 1.13828 3.63827
C 2.70209 4.96233 -4.55021
H 0.11339 5.71839 -11.88126
H -1.52731 -4.46796 2.06269
C 2.58128 -5.95719 3.60158
C -1.38845 -1.04443 2.50202
C 0.98516 -0.47355 -0.51082
C -0.39298 -0.39558 -0.70399
H 1.52746 10.08328 -4.44277
C -3.24763 -6.13303 2.60092
N -0.32927 -5.20569 3.58665
H -4.06568 -6.05622 0.64350
H 3.88307 5.27184 -11.71420
H -4.71154 -5.77462 4.87469
C -4.04528 -5.41401 1.52231
C 3.04001 9.83333 -7.28748
C 2.24893 -1.11927 3.20851
H 1.68685 4.77551 -4.19772
H 2.85855 -6.98801 3.81579
H 2.21013 -2.17452 5.65146
H 2.00918 -0.53333 6.21202
*
```



Density functional theory data (the ωB97M-V functional and the def2-TZVPD basis) for one molecule with the formula C15H14ClN3O2 at a distorted geometry.

Output
E_HOMO (eV): -7.22
Kohn-Sham gap (eV): 6.57
E_LUMO (Ha): -0.0239
Structure (SMILES): O=C(CCCO)Nc1cc(Cl)cc2c3cc[nH]cc-3nc12

Geometry as ORCA input:
```
! wB97M-V def2-TZVPD RIJCOSX def2/J DEFGRID3
* xyz 0 1
C -5.19997 0.53719 0.05516
H 5.18035 -3.30550 1.63120
C -4.33172 -0.69142 0.07424
H -5.85207 0.53891 0.93745
H -0.82815 2.69929 -0.83575
C -0.03327 0.67640 -0.36613
H -3.71685 -0.65533 0.92955
N 4.68560 -2.50006 1.26414
C -2.28675 0.18961 -1.28379
O -2.34521 1.12579 -2.03832
C -3.46024 -0.82306 -1.19612
C 2.42002 2.06115 0.04731
C 0.03528 2.07563 -0.55216
C 1.23895 2.75781 -0.34898
H -3.84703 1.80844 -0.68765
C 3.28507 -2.56671 1.09276
O -4.37874 1.71764 0.09817
H 3.38301 2.56501 0.18861
C 4.70768 -0.19726 0.61012
C 1.11411 -0.02857 0.04632
N 1.21705 -1.31030 0.29937
H -4.08384 -0.67081 -2.06608
H 2.75118 -3.49446 1.29715
Cl 1.32140 4.48711 -0.58010
H 5.21028 0.75450 0.46841
C 2.53281 -1.50983 0.64640
H 6.48850 -1.32285 1.09201
C 5.41759 -1.33195 0.99980
N -1.19622 -0.07323 -0.46800
C 3.25774 -0.26999 0.49558
H -2.99154 -1.81479 -1.23475
C 2.31754 0.65031 0.17032
H -4.97492 -1.60716 0.16281
H -5.86164 0.58096 -0.81535
H -1.17598 -1.05245 -0.13371
*
```



Density functional theory data (the ωB97M-V functional and the def2-TZVPD basis) for C41H43N9S3SeV as an isolated structure at a distorted geometry.

Output
E_HOMO (alpha / beta) (eV): -8.28 / -8.30
Kohn-Sham gap (alpha / beta) (eV): 5.14 / 5.51
E_LUMO (alpha / beta) (Ha): -0.1152 / -0.1026

Geometry as ORCA input:
```
! wB97M-V def2-TZVPD RIJCOSX def2/J DEFGRID3
* xyz 1 3
C 2.67031 2.98139 0.18430
C 3.15525 0.00035 3.09405
H 5.16986 -0.43977 4.79172
H -5.13681 1.10192 5.99930
C -0.07231 -5.94221 -1.97554
C 2.83388 2.37478 1.40674
N -0.44014 0.00286 -1.92173
H 0.31373 -0.87312 -5.58921
N 5.15967 -0.11272 -0.19605
H 1.72068 -8.78872 -1.38124
H 3.45793 2.62872 2.24405
N -2.50129 -0.82287 0.26760
H -0.34776 0.56821 4.63977
C 1.31552 -6.51027 -0.14009
C -0.35885 -4.70595 -1.40359
N -0.45556 -0.15305 2.14279
C -3.87617 -0.41192 3.61114
C -2.10828 2.48405 -1.42583
H 7.11208 -0.27982 -0.96770
C -4.37116 -1.66979 1.08755
H 8.03674 -1.05653 1.07797
H -5.12514 -2.45493 -0.81420
H 0.99075 -4.91642 2.58235
C 1.96111 0.29556 2.43869
H -1.37756 -2.85948 -1.61388
N -1.75664 1.88978 -2.61707
C 4.54342 -1.32808 4.71125
H -3.96320 3.86482 0.02329
H 4.04659 0.56188 2.84189
C 3.24741 -1.02326 4.01652
C -0.92602 0.76414 -2.90974
C 0.56412 -1.45567 -3.53724
C -4.37918 -1.91856 -0.25651
H 0.05506 -2.12908 3.77477
C -3.07460 3.60713 -3.10872
H 1.14127 -2.34849 -3.72769
C 0.75821 -6.86385 -1.36017
H -5.63973 -0.53567 5.58475
H 4.62378 0.35438 -0.91110
C 1.06505 -5.28531 0.46453
C 0.10054 -0.64691 -4.55334
H 2.45583 -5.74736 2.02995
H -2.28647 -4.24006 -2.22328
H -4.24033 5.04054 -1.28200
H 1.25541 2.34458 -1.43885
H 0.12779 -8.77117 -2.13555
C -4.79149 0.07119 5.89790
C -2.35838 0.32469 5.27511
S -1.76182 2.20809 0.20556
C 0.20156 -4.36354 -0.16516
Se -0.14003 -2.74700 0.82725
H 4.36676 -1.71213 5.71524
C 1.72798 -4.97588 1.77772
N -3.24096 -0.96909 1.37586
C -3.65846 -0.01846 4.91528
C 4.65837 -1.27425 0.27708
H 6.81331 1.15397 0.03380
C -1.54311 -0.15615 3.02325
C -2.37745 2.60726 -3.65366
C 1.69492 2.21435 -0.46343
H -4.47802 -0.26716 6.88502
C 0.80312 -0.43823 2.71156
H -2.30050 2.33601 -4.68405
C 6.59469 0.09209 -0.07838
H 2.22788 -4.00634 1.73849
H 5.10194 -2.08617 4.15887
C -0.64797 0.47279 -4.24216
N 1.99597 1.31429 1.45412
C 0.92704 -1.51522 3.60166
H -4.89143 -0.63936 3.32017
H -0.52202 -6.19029 -2.93296
H -2.72492 5.07643 -0.34599
H -3.68742 4.36136 -3.56775
S 5.86241 -2.09129 1.26077
C 0.28216 -1.08918 -2.24072
H -2.78074 -1.36626 -1.72279
H -0.93712 -3.61240 -3.16177
H 3.17280 3.85962 -0.17915
N -2.91109 3.52798 -1.74624
C -1.34508 0.26849 4.34996
C -3.49381 4.43530 -0.77520
C -2.85572 -0.50659 2.66038
H -5.07252 -1.95768 1.84606
C 7.01834 -0.68681 1.16271
H -0.99002 1.09364 -5.05000
H -2.14494 0.65452 6.28419
S 3.15465 -1.86782 0.01856
C -1.28964 -3.79825 -2.14500
H 6.93424 -0.08032 2.06374
C 2.11060 -1.79723 4.24270
H 1.50580 -8.07382 -2.97837
N 1.30332 1.21330 0.31238
C 1.04494 -8.19616 -1.99653
H 1.97800 -7.20933 0.35951
V -0.56740 0.10527 0.26454
C -3.18784 -1.35655 -0.72816
H 2.16253 -2.64056 4.92001
H 0.61953 -1.67952 -1.39741
*
```



Density functional theory data (the ωB97M-V functional and the def2-TZVPD basis) for H2N4 as an isolated structure at a distorted geometry.

Output
E_HOMO (alpha / beta) (eV): -9.93 / -9.93
Kohn-Sham gap (alpha / beta) (eV): 9.49 / 9.49
E_LUMO (alpha / beta) (Ha): -0.0161 / -0.0161

Geometry as ORCA input:
```
! wB97M-V def2-TZVPD RIJCOSX def2/J DEFGRID3
* xyz 0 1
N 0.09023 0.19860 0.56658
N 0.01559 0.60833 -0.79104
H -1.73597 0.56335 0.06350
N -1.13728 -0.05374 -0.50970
H 1.82564 -0.57875 0.59189
N 0.94180 -0.73779 0.07877
*
```



Density functional theory data (the ωB97M-V functional and the def2-TZVPD basis) for a 14-piece molecular cluster, C42H84O14 overall at a distorted geometry.

Output
E_HOMO (eV): -8.82
Kohn-Sham gap (eV): 8.97
E_LUMO (Ha): 0.0054

Geometry as ORCA input:
```
! wB97M-V def2-TZVPD RIJCOSX def2/J DEFGRID3
* xyz 0 1
C -1.59862 0.00600 5.12754
H -0.57882 -2.00374 0.42683
O 5.54098 -1.14578 0.34437
H 0.07262 0.84120 -3.36503
O 5.26644 -1.72885 -3.58334
O -1.41088 -0.14746 -1.52914
C -5.43451 -3.50079 2.08620
H 0.59896 3.76665 -1.19880
C 4.00134 4.10007 -1.16163
H 2.49484 6.32133 3.77978
H -0.41669 1.91415 -4.60283
C 2.40619 -6.24150 -0.45474
H -2.49221 -3.44713 0.97233
H 6.03983 1.46501 1.67466
H 4.91358 1.97090 0.40203
C -0.58089 0.83884 5.91553
C -1.55845 4.46506 1.88408
C -4.28081 -1.00292 -3.34541
C 0.71058 0.11374 -5.20131
C 0.68416 -5.41009 -3.97062
C 4.14381 -2.01759 -3.27279
O 3.87897 4.08823 1.90801
H -6.25711 1.60801 -0.23973
H 1.53449 4.18785 0.30076
H 2.63206 -4.45311 1.59895
H -4.60928 3.50026 -1.28877
H 2.13056 -3.03132 5.66915
H -1.15630 -0.92085 -4.73419
H 3.08228 -1.24169 -1.50726
H -5.24259 -1.27543 -2.90436
C 1.52010 4.18280 -0.79597
H 0.46715 -1.67611 -0.92629
C 3.67816 -0.20180 1.42280
H 4.17019 4.55763 -2.13492
O -3.92098 0.55411 -5.11073
C -0.46893 -0.75221 -5.56027
C 0.42570 1.28603 -4.30092
H 3.44956 6.65959 2.33540
H -2.79114 5.89185 0.79191
C 5.65786 1.23214 0.67856
H -0.12754 -1.69183 -5.99399
H -3.05395 -2.01947 1.81252
H 0.18969 1.33662 0.88644
H -3.53439 2.15127 -1.75110
H 3.20057 0.78102 1.36700
H 4.24724 6.11633 3.81545
H 0.01640 1.41155 5.20476
H -0.03939 -2.96767 3.94047
H 3.04101 -0.88058 0.86030
C -2.42416 4.58245 3.11966
O -1.64730 -5.36828 -4.34736
H 2.54073 -6.32723 -1.53425
H -2.99870 -2.08109 0.08807
H 3.34515 -6.40065 0.06814
H -4.92383 -4.21696 2.73445
H 1.10851 -5.48872 -2.97007
O 1.84533 -0.18387 -5.49734
C 2.65047 -3.91211 0.64956
H 1.32468 1.89603 -4.26386
H -1.81655 -3.00518 -3.53005
H 1.44308 4.33710 4.01223
H 1.52813 3.25145 2.62957
C 2.11626 3.71277 3.42753
H 1.55864 5.24263 -1.05006
O -0.61209 3.71493 1.86453
C 3.15529 -1.07071 -2.57630
H 2.62831 -3.14914 -4.22760
H 0.04870 0.20074 6.52793
H -1.56717 1.17388 3.35502
C 2.70511 3.33671 -1.15203
H -0.70661 2.07355 -0.47480
H -6.43541 -3.84910 1.83428
C 1.85067 -4.83550 -0.24802
H 0.84652 -0.99777 0.63129
H -5.13299 0.28127 -0.75947
C -0.83116 -3.38795 -3.29467
H 2.50193 -1.25676 6.03758
H -6.70974 0.85495 -3.89318
O -5.12420 -3.47660 -0.25121
H -5.54753 2.03855 -4.33371
H -0.67417 -3.52277 -2.22236
H -0.01166 -2.74964 -3.62495
H -3.48345 4.67046 2.88200
C 1.62397 -1.66456 4.14595
H -1.08607 6.30696 0.95667
C -4.55247 0.28235 -4.12252
O -1.69780 -1.18660 5.28852
C 0.90000 -2.76169 3.41005
H -3.58003 -0.86345 -2.51983
H -5.60599 -2.58972 2.66300
H 4.84964 3.46566 -0.89674
H 0.63818 -6.40921 -4.38980
H -2.32382 3.69713 3.74338
H -3.07198 0.09755 3.57281
H -2.07348 5.45619 3.67342
H -5.65684 0.44350 0.90304
H 2.16741 -2.95259 0.77611
C -0.69336 -4.78840 -3.89217
C 2.48253 -2.06931 5.31075
C -3.27113 -2.67374 0.96684
H 2.44392 2.82132 3.96419
H -3.90566 -1.76723 -4.01873
C -3.82432 2.81318 -0.93943
C 3.17699 4.55269 2.78504
C -1.78157 5.48134 0.80176
H 3.52444 -2.09854 4.97692
C 0.01677 -1.21977 -0.04315
H -1.62451 5.00058 -0.16316
H 4.08840 4.81124 -0.34017
H 3.66385 -3.88879 0.24278
H -2.80447 1.59437 4.47238
O 0.71620 -4.53060 -0.55379
C -5.68476 1.16735 -3.68404
H 3.21317 -3.88346 -2.74419
H -1.07640 1.57970 6.54779
H 6.47302 1.27123 -0.04161
O -3.73965 2.13015 1.32066
C -5.37364 1.00653 0.01498
C 3.52987 -3.35673 -3.64353
C -0.69957 1.28247 0.27230
O 1.47040 -0.51689 3.77743
C -4.33073 2.05655 0.25847
H -1.05512 -0.24819 -6.33512
O 2.60679 2.17125 -1.42856
H 3.74539 -0.43000 2.48457
H 1.66615 -6.95141 -0.09261
H -3.09277 3.55532 -0.63309
H 3.51887 -0.08158 -2.85444
H 1.46453 -3.69007 3.36932
C -0.77580 -0.03316 -0.49427
H 1.24936 -4.67819 -4.54616
C -2.30957 0.72707 4.01818
H 2.23237 -1.21633 -3.13599
H 4.15055 -3.89021 -4.36179
C 3.35875 5.99912 3.19527
H -5.70982 1.53504 -2.66079
C 5.01820 -0.13645 0.74635
H -1.70150 1.28396 0.70654
H 0.54087 -2.38422 2.45709
C -4.62035 -3.30645 0.83092
*
```